23
Properties=species:S:1:pos:R:3 method="wB97M-V/def2-TZVPD" largest_force_ev_per_a=1.9 relative_energy_kcal_mol=94.9 multiplicity=1 lumo_ha=0.029
C 2.210 0.596 0.331
O 2.118 1.638 1.307
H 2.989 2.026 1.448
H 2.578 0.975 -0.631
H 2.931 -0.172 0.646
H 0.762 0.498 -0.076
C -1.001 -2.036 -1.088
C -1.329 0.889 -1.323
C -0.994 1.081 1.177
C -0.549 -1.101 -0.007
C -0.641 0.309 -0.099
N 0.294 -1.560 0.943
H 1.080 -0.842 1.087
H 0.624 -2.510 0.833
H -0.956 -3.072 -0.751
H -0.356 -1.944 -1.969
H -2.019 -1.809 -1.405
H -2.415 0.753 -1.288
H -1.146 1.963 -1.368
H -0.530 2.068 1.147
H -2.077 1.204 1.264
H -0.603 0.605 2.073
H -0.971 0.440 -2.250

***

16
Properties=species:S:1:pos:R:3 method="wB97M-V/def2-TZVPD" largest_force_ev_per_a=7.4 relative_energy_kcal_mol=42.8 multiplicity=1 lumo_ha=0.041
C -2.219 1.474 0.491
C -1.122 1.493 -0.564
H -3.239 1.289 0.071
H -2.194 0.638 1.267
H -2.490 2.398 0.904
H -0.213 1.968 -0.109
H -1.448 1.894 -1.449
H -0.585 0.474 -0.757
C 1.278 -1.887 0.410
C 2.149 -0.980 -0.353
H 1.430 -1.706 1.557
H 0.301 -1.940 0.421
H 1.561 -2.924 0.027
H 2.416 -0.074 0.116
H 2.998 -1.447 -0.934
H 1.377 -0.670 -1.098

***

30
Properties=species:S:1:pos:R:3 method="wB97M-V/def2-TZVPD" largest_force_ev_per_a=0.5 multiplicity=1 lumo_ha=0.012
C -2.508 0.329 0.677
C -2.050 -1.083 1.060
C -0.838 -1.722 0.336
I -1.521 -3.137 -1.137
C 0.327 -0.826 -0.153
P 0.553 -0.143 -1.953
N -1.013 0.036 -2.536
O 0.991 -1.534 -2.699
O 1.508 -1.685 -0.066
C 2.461 -1.149 0.721
O 3.581 -1.516 0.799
O 1.944 -0.118 1.447
C 0.656 0.229 0.960
C 0.661 1.739 0.638
F -0.245 2.035 -0.314
F 0.266 2.387 1.754
C 2.036 2.383 0.238
F 2.789 1.576 -0.503
F 2.717 2.708 1.327
F 1.806 3.489 -0.462
H -1.951 1.104 1.209
H -3.556 0.460 0.955
H -2.407 0.539 -0.386
H -2.893 -1.760 0.918
H -1.842 -1.112 2.137
H -0.350 -2.383 1.054
H -1.799 -0.415 -2.096
H -1.217 0.973 -2.853
H 1.943 -1.520 -2.860
H -0.047 0.116 1.788

***

9
Properties=species:S:1:pos:R:3 method="wB97M-V/def2-TZVPD" largest_force_ev_per_a=2.3 relative_energy_kcal_mol=37.4 multiplicity=1 lumo_ha=-0.013
S -0.645 0.758 2.098
C 0.523 0.043 1.222
C 1.651 0.220 0.286
S 1.280 -1.485 1.108
H 1.456 0.193 -0.821
H 2.659 0.590 0.577
S -1.734 -0.309 -1.379
H -2.227 0.995 -1.400
H -2.964 -1.004 -1.691

***

14
Properties=species:S:1:pos:R:3 method="wB97M-V/def2-TZVPD" largest_force_ev_per_a=0.8 relative_energy_kcal_mol=42.2 multiplicity=1 lumo_ha=0.031
C -1.729 -0.210 0.367
C -0.363 -0.891 0.510
C 0.364 -1.062 -0.802
O 1.480 -0.674 -1.079
H -2.302 -0.312 1.293
H -1.617 0.856 0.156
H -2.324 -0.666 -0.432
H 0.264 -0.359 1.227
H -0.521 -1.919 0.880
H -0.216 -1.624 -1.562
C 1.747 1.712 -0.143
O 0.704 1.976 0.406
H 2.608 1.287 0.400
H 1.907 1.886 -1.221

***

17
Properties=species:S:1:pos:R:3 method="wB97M-V/def2-TZVPD" charge=+1 largest_force_ev_per_a=5.3 relative_energy_kcal_mol=56.7 multiplicity=1 lumo_ha=-0.123
C 1.853 1.486 -0.797
N 1.176 0.073 -0.955
C -0.157 0.114 -1.013
N -1.013 -0.959 -0.988
H 1.978 1.594 0.301
H 1.274 2.312 -1.178
H 2.713 1.511 -1.337
H 1.740 -0.841 -0.776
H -0.791 1.157 -1.227
H -0.566 -1.834 -0.485
H -1.996 -0.921 -1.359
H -3.358 2.127 2.595
H -3.112 0.689 1.939
O -2.851 1.521 2.136
H 1.564 -2.321 1.551
H 0.522 -3.278 0.758
O 1.025 -2.431 0.835